1.
A 14-piece molecular cluster, H28O14 overall in a non-equilibrium geometry, computed with ωB97M-V with the def2-TZVPD basis set.

```
42
Properties=species:S:1:pos:R:3
O -11.8872 2.6272 15.1207
H -11.9491 2.1630 14.3084
H -12.8131 2.7286 15.2533
O -18.2090 0.6054 12.4224
H -19.0742 0.7112 12.0808
H -17.7776 1.3815 12.1753
O -12.8772 -0.1959 14.6160
H -13.3709 0.3089 15.2874
H -12.0380 -0.5302 14.9208
O -15.2130 -2.0435 14.7408
H -14.5147 -2.1153 15.4150
H -15.4730 -1.1585 14.6894
O -15.9760 2.4050 12.0954
H -16.0887 3.2716 11.7404
H -15.0936 2.2550 12.3893
O -13.8778 1.1725 16.8538
H -13.2654 1.5781 17.4221
H -14.6101 1.7813 16.7452
O -13.2124 1.3842 12.4882
H -12.3065 1.3241 12.1550
H -13.2053 0.8706 13.3513
O -18.0231 -2.1586 14.2837
H -18.1915 -3.0584 14.5462
H -17.0914 -1.9748 14.3237
O -15.2549 0.3167 10.5436
H -15.5735 1.1259 10.9383
H -15.9806 -0.2508 10.6738
O -17.8558 2.5673 14.7345
H -17.3198 1.8353 14.9852
H -17.4009 3.3974 15.0915
O -16.3292 2.2979 17.0265
H -15.8919 3.1129 17.2470
H -16.5257 1.9912 17.9035
O -14.7449 3.3494 14.9028
H -15.1613 4.1743 15.1926
H -14.4096 3.7672 14.0951
O -16.9313 -1.6595 11.4619
H -17.3407 -2.5055 11.6535
H -17.6026 -1.1045 11.7556
O -15.7366 0.5991 14.3181
H -15.3703 1.4495 14.6899
H -16.1118 0.7492 13.4569
```

Properties
HOMO energy	-0.3531	Ha
energy above the lowest of the compared OMol25 structures with the same formula, charge and spin	2.498	eV

Löwdin atomic charge list, values in e, 5 entries: atom 1 (O): -0.03, atom 2 (H): -0.02, atom 3 (H): -0.04, atom 4 (O): 0.01, atom 5 (H): 0.05



2.
A single C5H10O molecule in a non-equilibrium geometry, computed with ωB97M-V with the def2-TZVPD basis set.

```
16
Properties=species:S:1:pos:R:3
C -1.0285 -1.3418 0.1420
C -0.7447 0.0300 0.6677
C -0.0032 1.1022 -0.0778
C 0.3875 0.8665 -1.5150
C 0.7150 0.3858 1.0042
O 1.7837 -0.4240 0.6064
H -0.5491 -2.1187 0.7418
H -2.0869 -1.5836 0.1495
H -0.6943 -1.5386 -0.8721
H -1.5109 0.4178 1.3555
H -0.3100 2.1182 0.1454
H 0.7968 -0.1339 -1.6784
H 1.1466 1.5886 -1.8212
H -0.4920 0.9888 -2.1571
H 0.5965 0.6738 2.0399
H 1.9973 -1.0524 1.3065
```

Properties
SMILES	C[C@@H]1[C@H](C)[C@@H]1O
HOMO energy	-0.3235	Ha
energy above the lowest of the compared OMol25 structures with the same formula, charge and spin	1.550	eV

Löwdin atomic charge list, values in e, 5 entries: atom 1 (C): -0.07, atom 2 (C): -0.25, atom 3 (C): -0.26, atom 4 (C): -0.06, atom 5 (C): -0.30



3.
A single C6H8ClN molecule in a non-equilibrium geometry, computed with ωB97M-V with the def2-TZVPD basis set.

```
16
Properties=species:S:1:pos:R:3
C 1.3683 -2.0349 -0.5378
C 2.1318 -0.9569 -0.1893
C 1.5555 0.3203 0.2560
N 0.3539 0.4419 0.5727
C -0.8012 -0.2083 0.5760
C -2.0353 0.3366 0.3659
C -2.4198 1.4877 -0.5264
Cl -3.2473 -0.8427 0.6461
H 0.2630 -2.0663 -0.3471
H 1.9057 -2.9372 -0.8415
H 3.2253 -0.9193 -0.4256
H 2.3364 1.0988 0.2912
H -0.8089 -1.2301 1.1008
H -2.4491 2.4475 0.1499
H -3.4298 1.2691 -0.9876
H -1.6510 1.7775 -1.2769
```

Properties
SMILES	C=C/C=N\C=C(/C)Cl
HOMO energy	-0.2935	Ha
energy above the lowest of the compared OMol25 structures with the same formula, charge and spin	2.292	eV

Löwdin atomic charge list, values in e, 5 entries: atom 1 (C): 0.04, atom 2 (C): -0.14, atom 3 (C): -0.17, atom 4 (N): 0.05, atom 5 (C): -0.29